Entry 1:
The following is a DFT calculation (ωB97M-V with the def2-TZVPD basis set) of a structure of composition C26H25F4N4O5RhS.

Calculated values
Total energy = -68276.1236 eV
Spin multiplicity = 5
⟨S²⟩ = 6.050
Kohn-Sham gap (alpha / beta) = 0.245 / 0.126 hartree
LUMO level (alpha / beta) = -0.026 / -0.145 hartree

Structure (XYZ):
```
66
Properties=species:S:1:pos:R:3:lowdin_spin:R:1
Rh 0.050 -0.438 0.163 2.400
C 1.596 2.389 -0.453 0.009
C 2.430 1.338 -1.161 0.006
N 2.028 -0.073 -0.879 0.101
C 2.092 -0.902 -2.117 0.015
C 1.005 -0.603 -3.130 0.007
C 2.912 -0.621 0.174 0.014
C 2.575 -2.040 0.618 0.053
N 1.139 -2.212 0.839 0.515
C 0.653 -3.299 1.440 0.035
C -0.741 -3.346 1.751 0.117
F -1.519 -2.306 1.450 0.048
C -1.312 -4.419 2.384 -0.010
F -2.615 -4.391 2.648 -0.016
C -0.549 -5.517 2.753 0.164
C 0.805 -5.509 2.468 -0.010
F 1.559 -6.552 2.803 -0.016
C 1.403 -4.448 1.829 0.118
F 2.701 -4.530 1.554 0.040
H 1.770 3.362 -0.913 0.000
H 1.843 2.463 0.607 0.000
H 0.533 2.173 -0.540 0.005
H 3.477 1.448 -0.867 0.002
H 2.387 1.489 -2.237 0.000
H 2.017 -1.949 -1.822 0.002
H 3.081 -0.763 -2.566 0.004
H 0.017 -0.615 -2.678 0.005
H 1.014 -1.363 -3.911 0.000
H 1.126 0.365 -3.614 0.000
H 2.830 0.036 1.038 0.002
H 3.954 -0.615 -0.166 0.003
H 3.127 -2.230 1.539 0.013
H 2.909 -2.785 -0.108 0.019
H -1.003 -6.363 3.252 0.008
O 1.941 0.482 2.975 0.006
C 0.838 0.990 2.905 0.013
N -0.116 0.692 1.950 0.111
C -1.252 1.445 2.177 0.015
O -2.257 1.418 1.489 0.001
C -1.019 2.296 3.387 0.004
C -1.823 3.224 4.012 0.001
C -1.283 3.888 5.112 0.000
C 0.012 3.622 5.550 0.001
C 0.812 2.680 4.907 0.001
C 0.264 2.027 3.824 0.004
H -2.824 3.429 3.657 0.000
H -1.878 4.627 5.634 0.000
H 0.403 4.161 6.404 0.000
H 1.822 2.470 5.237 0.000
N -1.919 -0.276 -0.778 0.115
C -2.105 0.288 -2.103 0.013
C -2.710 -0.465 -3.094 0.011
C -2.814 0.057 -4.373 0.000
C -2.315 1.327 -4.661 0.016
C -1.733 2.077 -3.645 -0.002
C -1.623 1.556 -2.364 0.015
S -2.509 2.008 -6.302 0.000
O -1.571 3.121 -6.319 0.000
O -3.911 2.387 -6.344 0.003
O -2.157 0.895 -7.170 0.002
H -2.284 0.342 -0.037 0.008
H -2.406 -1.161 -0.676 0.007
H -3.081 -1.461 -2.869 0.000
H -3.269 -0.515 -5.172 0.000
H -1.356 3.063 -3.889 0.000
H -1.171 2.135 -1.568 0.002
```

=====

Entry 2:
The following is a DFT calculation (ωB97M-V with the def2-TZVPD basis set) of a cluster of 2 separate species, C26H25N2O in total at a distorted geometry.

Calculated values
Total energy = -32389.0618 eV
Kohn-Sham gap = 0.198 hartree
LUMO level = -0.173 hartree
Total charge = +1

Structure (XYZ):
```
54
Properties=species:S:1:pos:R:3:lowdin_charge:R:1
C -0.519 1.816 5.269 -0.063
C -1.108 0.734 4.418 -0.281
C -1.028 0.805 3.020 0.008
C -1.576 -0.216 2.239 -0.171
C -2.259 -1.286 2.894 -0.213
N -2.741 -2.138 1.917 0.071
C -2.384 -1.664 0.666 -0.079
C -1.648 -0.499 0.835 -0.050
C -2.351 -1.367 4.282 -0.009
C -1.756 -0.353 5.034 -0.043
H -0.605 1.549 6.328 0.076
H 0.541 1.979 5.040 0.080
H -1.033 2.775 5.121 0.085
H -0.545 1.647 2.519 0.115
H -3.299 -2.965 2.099 0.160
H -2.670 -2.180 -0.241 0.112
H -1.284 0.164 0.067 0.074
H -2.869 -2.206 4.744 0.112
H -1.787 -0.384 6.125 0.112
C 2.384 5.490 0.523 -0.043
O 3.096 4.277 0.856 -0.062
C 2.538 3.090 0.512 -0.239
C 1.308 2.977 -0.183 0.007
C 0.858 1.723 -0.564 -0.045
C 1.526 0.539 -0.180 -0.220
C 1.011 -0.747 -0.572 0.086
C 0.580 -1.015 -1.870 -0.123
C 0.085 -2.304 -2.358 -0.118
C -0.042 -3.553 -1.773 -0.008
C -0.503 -4.620 -2.570 -0.051
C -0.842 -4.428 -3.922 -0.052
C -0.732 -3.160 -4.515 0.009
C -0.270 -2.127 -3.712 -0.157
N 0.015 -0.801 -4.064 -0.049
C -0.173 -0.233 -5.386 0.019
C 0.524 -0.141 -2.990 0.078
C 2.723 0.676 0.574 0.005
C 3.241 1.914 0.875 0.025
H 3.039 6.281 0.884 0.099
H 2.238 5.580 -0.562 0.099
H 1.414 5.532 1.037 0.102
H 0.732 3.869 -0.444 0.114
H -0.045 1.655 -1.172 0.113
H 1.139 -1.592 0.102 0.142
H 0.236 -3.681 -0.725 0.119
H -0.594 -5.617 -2.135 0.113
H -1.199 -5.268 -4.516 0.114
H -0.991 -2.967 -5.555 0.110
H -0.579 -1.006 -6.042 0.087
H -0.870 0.613 -5.348 0.110
H 0.779 0.130 -5.794 0.111
H 0.852 0.892 -3.064 0.149
H 3.257 -0.225 0.877 0.128
H 4.186 2.037 1.399 0.131
```

=====

Entry 3:
The following is a DFT calculation (ωB97M-V with the def2-TZVPD basis set) of a cluster of 2 separate species, C26H25N3O4 in total at a distorted geometry.

Calculated values
Total energy = -40023.7873 eV
Kohn-Sham gap = 0.161 hartree
LUMO level = -0.045 hartree

Structure (XYZ):
```
58
Properties=species:S:1:pos:R:3:lowdin_charge:R:1
C 1.071 3.010 3.365 -0.036
O 1.463 1.791 2.712 -0.074
C 2.632 1.765 2.034 -0.217
C 3.444 2.874 1.726 -0.003
C 4.559 2.684 0.908 -0.057
C 4.892 1.429 0.398 -0.004
C 4.102 0.316 0.752 -0.215
O 4.236 -0.949 0.293 -0.078
C 5.226 -1.237 -0.711 -0.038
C 3.013 0.500 1.597 -0.075
N 2.211 -0.642 1.936 0.090
C 0.887 -0.820 1.665 -0.067
C 0.196 -0.051 0.628 -0.304
C -1.265 -0.070 0.667 -0.046
C -2.081 0.220 -0.374 0.026
C -3.531 0.092 -0.271 -0.178
C -4.370 0.192 -1.403 0.005
C -5.736 -0.089 -1.342 -0.058
C -6.334 -0.374 -0.105 -0.086
C -5.545 -0.361 1.057 -0.097
C -4.172 -0.121 0.974 -0.046
O 0.870 0.574 -0.209 0.121
N 0.544 -2.020 2.199 -0.024
C -0.738 -2.700 2.153 0.008
C 1.638 -2.557 2.866 0.001
C 2.676 -1.717 2.682 0.029
H 0.200 2.734 3.955 0.095
H 1.868 3.390 4.018 0.098
H 0.806 3.774 2.625 0.104
H 3.190 3.859 2.124 0.111
H 5.182 3.544 0.660 0.116
H 5.747 1.296 -0.269 0.111
H 5.090 -2.297 -0.914 0.095
H 5.054 -0.649 -1.619 0.105
H 6.235 -1.047 -0.329 0.095
H -1.662 -0.276 1.658 0.083
H -1.684 0.640 -1.302 0.090
H -3.938 0.533 -2.335 0.077
H -6.333 -0.056 -2.256 0.109
H -7.405 -0.585 -0.041 0.100
H -6.009 -0.524 2.033 0.096
H -3.596 -0.043 1.900 0.095
H -0.551 -3.776 2.261 0.102
H -1.387 -2.385 2.983 0.111
H -1.252 -2.523 1.204 0.101
H 1.580 -3.508 3.369 0.133
H 3.701 -1.787 3.000 0.144
N -1.752 0.058 -2.931 0.015
C -2.139 0.974 -3.913 -0.523
O -2.946 1.880 -3.639 -0.071
C -1.613 0.780 -5.260 -0.038
C -0.913 -0.357 -5.563 -0.137
C -0.684 -1.327 -4.572 -0.141
C -1.133 -1.058 -3.273 -0.195
H -1.871 1.559 -5.975 0.094
H -0.543 -0.509 -6.572 0.089
H -0.163 -2.264 -4.759 0.070
H -0.967 -1.783 -2.464 0.092
```

=====

Entry 4:
The following is a DFT calculation (ωB97M-V with the def2-TZVPD basis set) of the molecule C26H25N3O5S at a distorted geometry.

Calculated values
Total energy = -52910.7327 eV
SMILES string = CCN(CC)S(=O)(=O)c1cc(C(=O)Oc2cccc(-c3cnc4ccccc4n3)c2)ccc1OC
Kohn-Sham gap = 0.309 hartree
LUMO level = -0.010 hartree

Structure (XYZ):
```
60
Properties=species:S:1:pos:R:3:lowdin_charge:R:1
C 1.482 6.945 4.754 -0.066
C 1.140 5.457 4.723 -0.264
N 1.291 4.897 3.404 -0.258
C 2.597 4.611 2.868 -0.237
C 3.264 3.377 3.477 -0.058
S -0.002 4.273 2.599 0.686
O -1.198 4.774 3.205 -0.262
O 0.204 4.501 1.197 -0.283
C 0.054 2.482 2.821 -0.174
C 0.202 1.684 1.712 0.023
C 0.218 0.297 1.850 -0.108
C 0.382 -0.617 0.695 -0.418
O 0.391 -1.820 0.788 0.123
O 0.541 0.067 -0.449 0.079
C 0.688 -0.573 -1.671 -0.206
C 1.529 0.047 -2.589 0.005
C 1.683 -0.502 -3.849 -0.063
C 1.018 -1.665 -4.189 -0.025
C 0.179 -2.290 -3.268 -0.153
C -0.511 -3.526 -3.650 -0.196
C -0.908 -4.495 -2.687 -0.052
N -1.533 -5.590 -3.010 0.135
C -1.797 -5.798 -4.320 -0.220
C -2.485 -6.956 -4.727 -0.018
C -2.725 -7.168 -6.056 -0.080
C -2.293 -6.244 -7.023 -0.080
C -1.627 -5.107 -6.658 -0.015
C -1.368 -4.856 -5.296 -0.208
N -0.729 -3.729 -4.931 0.183
C 0.004 -1.730 -2.004 0.051
C 0.066 -0.257 3.119 0.015
C -0.088 0.544 4.233 0.014
C -0.090 1.934 4.099 -0.257
O -0.196 2.811 5.114 -0.093
C -0.433 2.326 6.419 -0.051
H 1.267 7.350 5.740 0.074
H 2.533 7.111 4.534 0.065
H 0.882 7.472 4.018 0.082
H 0.090 5.320 4.980 0.100
H 1.756 4.909 5.445 0.115
H 2.452 4.468 1.796 0.111
H 3.238 5.485 3.015 0.118
H 2.668 2.486 3.293 0.063
H 4.245 3.236 3.032 0.076
H 3.389 3.497 4.551 0.070
H 0.300 2.159 0.750 0.125
H 2.039 0.953 -2.303 0.120
H 2.331 -0.020 -4.565 0.107
H 1.132 -2.107 -5.166 0.108
H -0.678 -4.368 -1.638 0.117
H -2.805 -7.654 -3.969 0.112
H -3.252 -8.055 -6.377 0.102
H -2.497 -6.441 -8.065 0.103
H -1.291 -4.383 -7.384 0.112
H -0.670 -2.178 -1.294 0.115
H 0.072 -1.332 3.215 0.126
H -0.206 0.084 5.201 0.109
H -0.536 3.212 7.043 0.099
H -1.355 1.741 6.466 0.103
H 0.405 1.722 6.779 0.101
```

=====

Per-record relative energy (zero: lowest compared OMol25 entry of this formula, charge and spin), eV: 0.119 0.609 6.190 3.237